Density functional theory data (ωB97M-V/def2-TZVPD) for a structure of composition C25H40BN3O8S3.

```
80
Properties=species:S:1:pos:R:3:mulliken_charge:R:1
C -6.566 -0.302 1.280 -1.1450
C -6.350 -1.817 0.985 -0.4329
C -6.123 -2.641 2.298 -0.7039
C -4.636 -3.034 2.527 -0.9102
C -3.648 -1.802 2.538 -0.1738
C -2.317 -2.281 1.894 -1.3640
C -1.241 -1.196 1.751 1.6075
C -0.642 -1.061 0.525 -1.3538
C 0.436 -0.089 0.252 -0.0481
B 1.036 -0.060 -1.215 0.6586
O 0.167 -0.459 -2.256 -0.4915
O 2.322 0.293 -1.534 -0.5385
C 2.412 0.876 -2.850 0.2207
C 3.848 1.439 -3.112 -1.2640
C 0.847 0.749 1.279 0.1660
C 1.933 1.772 1.145 0.1993
C 2.098 2.664 0.057 -0.1498
C 3.134 3.591 0.073 -0.3604
N 4.097 3.779 0.991 -0.6527
C 3.900 2.918 2.002 -0.4794
C 2.901 1.961 2.166 -0.5489
C 0.201 0.606 2.560 0.4223
N 0.435 1.322 3.677 -0.5034
S -0.522 0.835 4.866 0.0627
N -1.365 -0.358 4.104 -0.6507
C -0.873 -0.348 2.873 0.5405
H -7.609 -0.099 1.579 0.3589
H -6.282 0.254 0.368 0.3008
H -5.909 0.071 2.084 0.3060
H -7.174 -2.238 0.390 0.3909
H -5.409 -1.922 0.407 0.2425
H -6.474 -2.114 3.203 0.3916
H -6.682 -3.595 2.208 0.3036
H -4.296 -3.782 1.787 0.4197
H -4.555 -3.481 3.536 0.3665
H -4.063 -0.935 2.003 0.1920
H -3.438 -1.575 3.595 0.2967
H -1.889 -3.072 2.548 0.2933
H -2.485 -2.761 0.913 0.4126
H -0.985 -1.711 -0.286 0.3357
H -0.582 0.149 -2.328 0.2970
H 2.254 0.118 -3.637 0.3578
H 1.674 1.690 -2.985 0.0655
H 4.334 0.815 -3.886 0.3219
H 3.806 2.451 -3.552 0.2677
H 4.447 1.402 -2.189 0.3573
H 1.410 2.626 -0.793 0.4512
H 3.184 4.278 -0.790 0.3880
H 4.642 2.991 2.816 0.3466
H 2.865 1.356 3.075 0.3238
O -1.157 2.730 -4.567 -0.6825
S -0.345 2.359 -5.689 1.2989
O 1.069 2.579 -5.695 -0.6014
O -0.973 2.985 -7.015 -0.2776
C -1.230 4.400 -7.043 -0.3293
C 0.034 5.200 -7.291 -0.9882
C -0.652 0.668 -6.079 -0.9214
H -1.725 4.716 -6.122 0.3137
H -1.932 4.567 -7.859 0.2791
H 0.716 5.129 -6.443 0.2923
H -0.206 6.253 -7.446 0.3864
H 0.564 4.822 -8.166 0.2632
H -1.727 0.510 -6.133 0.3301
H -0.220 0.062 -5.283 0.2984
H -0.175 0.434 -7.028 0.3421
O 5.368 -2.216 4.002 -0.6477
S 4.533 -3.352 4.243 1.3139
O 4.540 -4.481 3.365 -0.6294
O 3.027 -2.855 4.434 -0.3107
C 2.453 -2.023 3.412 -0.1254
C 2.013 -2.838 2.214 -0.6489
C 4.785 -3.916 5.895 -0.9411
H 3.148 -1.233 3.120 0.3170
H 1.583 -1.540 3.860 0.0745
H 2.872 -3.256 1.687 0.4239
H 1.457 -2.216 1.515 0.0203
H 1.385 -3.674 2.525 0.2518
H 4.721 -3.066 6.570 0.3156
H 5.777 -4.361 5.943 0.3753
H 4.029 -4.660 6.132 0.3128
```

Computed properties:
orbital gap	0.285	Eh
LUMO energy	-0.0383	Eh
HOMO energy	-8.80	eV
multiplicity	1
calculated total energy	-2962.26346	a.u.

=====

Density functional theory data (ωB97M-V/def2-TZVPD) for a structure of composition C25H40GaNP3.

```
70
Properties=species:S:1:pos:R:3:mulliken_charge:R:1
C 4.323 -0.434 -2.338 -0.8822
C 2.938 -0.327 -2.120 0.5744
C 2.233 -1.435 -1.570 0.3766
C 2.935 -2.644 -1.309 0.3716
C 4.305 -2.731 -1.577 -0.8458
C 5.011 -1.626 -2.077 -0.9660
C 2.134 -3.772 -0.694 -0.9993
C 0.749 -3.822 -1.298 0.3745
C 0.143 -2.570 -1.558 0.0326
C -1.177 -2.521 -2.083 0.5212
C -1.881 -3.721 -2.274 -0.8285
C -1.285 -4.961 -2.003 -0.9122
C 0.036 -5.005 -1.531 -0.8433
H 4.859 0.428 -2.752 0.3765
H 4.830 -3.672 -1.372 0.4117
H 6.087 -1.695 -2.269 0.3772
H 2.658 -4.737 -0.792 0.4979
H -2.902 -3.681 -2.673 0.3779
H -1.844 -5.887 -2.169 0.3786
H 0.513 -5.969 -1.319 0.4151
N 0.847 -1.376 -1.324 0.7026
Ga 0.000 0.000 0.000 0.8497
C 2.200 0.940 -2.466 -1.0578
H 1.343 0.724 -3.133 0.2399
H 2.866 1.668 -2.961 0.5860
C -1.764 -1.194 -2.491 -1.1125
H -1.093 -0.695 -3.218 0.3174
H -2.756 -1.321 -2.959 0.5961
P 1.449 1.654 -0.921 0.5952
P -1.906 0.027 -1.096 1.0469
C -3.415 -0.477 -0.174 -1.2967
H -3.624 0.263 0.616 0.4251
H -4.284 -0.558 -0.851 0.4768
H -3.211 -1.451 0.300 0.3307
C -2.445 1.575 -1.947 -1.2326
H -3.441 1.445 -2.407 0.4477
H -2.480 2.400 -1.217 0.2757
H -1.714 1.826 -2.733 0.3452
C 2.939 2.082 0.089 -1.3050
H 3.709 2.591 -0.518 0.5032
H 2.637 2.734 0.925 0.3303
H 3.362 1.149 0.498 0.3192
C 0.835 3.323 -1.426 -1.1786
H 0.308 3.784 -0.574 0.2554
H 1.668 3.976 -1.741 0.4598
H 0.122 3.217 -2.259 0.3592
H 2.028 -3.570 0.397 0.2099
H -0.805 -1.285 0.610 -0.4555
C 0.333 4.206 2.307 -1.3774
C 0.600 2.852 2.957 -0.8691
P 0.033 1.413 1.935 0.5554
C 0.914 0.117 2.925 -0.5845
C 0.715 0.184 4.440 -1.2567
C -1.781 1.641 2.087 -0.1784
C -2.331 2.189 3.406 -1.5386
H 0.936 4.312 1.391 0.2645
H 0.657 5.012 3.000 0.3958
H -0.739 4.350 2.071 0.3002
H 1.698 2.776 3.110 0.6142
H 0.131 2.838 3.958 0.6740
H 0.535 -0.882 2.623 0.3153
H 1.998 0.160 2.690 0.3662
H -0.360 0.101 4.695 0.2637
H 1.240 -0.674 4.910 0.4184
H 1.145 1.103 4.882 0.2889
H -2.140 2.284 1.257 0.1673
H -2.181 0.620 2.012 0.3610
H -2.039 3.241 3.579 0.3251
H -3.441 2.171 3.364 0.4464
H -2.013 1.565 4.263 0.2064
```

Computed properties:
orbital gap	0.242	Eh
LUMO energy	-0.1057	Eh
HOMO energy	-9.45	eV
multiplicity	1
charge	+1
ΔE to the lowest compared entry with this formula, charge and spin	0.0	kJ/mol
calculated total energy	-3980.00259	a.u.

=====

Density functional theory data (ωB97M-V/def2-TZVPD) for a cluster of 5 separate species, C25H40IN2O17P2S2 in total.

```
89
Properties=species:S:1:pos:R:3:mulliken_charge:R:1
C 0.960 3.181 -1.504 -1.2507
C 0.618 2.212 -0.361 0.0544
S 1.974 1.026 -0.131 -0.1520
C 1.312 -0.637 0.252 -1.2891
C -0.185 -0.806 0.483 1.7778
C -0.807 0.161 1.533 -1.5890
C -1.084 -0.943 -0.746 0.0993
P -1.125 0.084 -2.331 0.0895
O -1.522 -1.041 -3.432 -0.4703
O 0.437 0.200 -2.642 -0.4104
N -1.965 -1.868 -0.546 0.7714
N -3.003 -2.257 -1.403 -1.4283
C -4.000 -1.510 -1.391 0.5666
S -5.147 -0.508 -1.550 -0.2270
C -1.828 -2.624 0.703 -1.0018
I -3.402 -2.238 2.096 0.1675
C -0.370 -2.298 1.011 -0.4489
P 0.406 -2.804 2.582 0.6264
O 1.625 -3.560 2.279 -0.5290
O -0.662 -3.697 3.358 -0.5114
O 0.687 -1.495 3.442 -0.5014
H 0.103 3.304 -2.169 0.3033
H 1.806 2.837 -2.096 0.3661
H 1.201 4.164 -1.104 0.2033
H 0.567 2.797 0.558 0.5089
H -0.362 1.750 -0.480 0.1657
H 1.622 -1.301 -0.560 0.6095
H 1.855 -0.972 1.134 0.5055
H -1.141 -0.354 2.423 0.4896
H -0.021 0.850 1.844 0.3618
H -1.598 0.781 1.114 0.2368
H -2.390 -0.848 -3.812 0.3933
H 0.698 -0.319 -3.418 0.3341
H -1.974 -3.671 0.452 0.7596
H 0.191 -2.928 0.312 0.6598
H -0.936 -3.312 4.202 0.3228
H 1.398 -1.693 4.075 0.3628
C 7.504 2.218 1.374 -1.4415
C 6.677 3.303 0.734 0.4854
C 5.287 3.478 1.314 -0.4487
O 4.541 3.943 0.184 -0.1346
C 5.157 3.496 -0.933 0.5756
O 4.685 3.543 -2.024 -0.5452
O 6.371 2.982 -0.637 -0.3615
H 7.089 1.237 1.141 0.3338
H 8.528 2.239 1.002 0.3671
H 7.531 2.347 2.457 0.3666
H 7.219 4.253 0.738 0.2538
H 5.241 4.209 2.117 0.3678
H 4.850 2.537 1.657 0.2141
C 0.646 8.080 0.453 -1.4130
C 0.456 6.984 1.472 0.4559
C 1.093 7.242 2.822 -0.5188
O 1.414 5.917 3.270 -0.3516
C 1.563 5.136 2.179 0.5626
O 2.015 4.034 2.190 -0.4362
O 1.136 5.777 1.069 -0.2307
H 1.692 8.138 0.149 0.3419
H 0.054 7.888 -0.440 0.3615
H 0.340 9.041 0.867 0.3894
H -0.604 6.743 1.586 0.2580
H 0.426 7.724 3.532 0.3220
H 2.018 7.818 2.744 0.3083
C 3.120 -6.419 1.382 -1.3532
C 3.947 -6.099 0.163 0.5444
C 3.395 -6.632 -1.144 -0.4366
O 4.577 -6.848 -1.916 -0.3385
C 5.609 -7.050 -1.054 0.6053
O 6.685 -7.435 -1.368 -0.5076
O 5.227 -6.750 0.212 -0.3568
H 3.159 -7.487 1.601 0.3965
H 3.498 -5.890 2.255 0.3109
H 2.084 -6.118 1.231 0.3118
H 4.126 -5.022 0.096 0.2202
H 2.742 -5.929 -1.655 0.2751
H 2.876 -7.586 -1.017 0.3188
C -10.228 -3.089 -1.462 -1.3711
C -10.343 -1.950 -2.444 0.4909
C -9.557 -2.127 -3.727 -0.4549
O -9.234 -0.777 -4.081 -0.3172
C -9.235 -0.036 -2.947 0.6199
O -8.820 1.075 -2.865 -0.5302
O -9.750 -0.746 -1.917 -0.3368
H -9.220 -3.134 -1.048 0.3279
H -10.919 -2.955 -0.631 0.3496
H -10.458 -4.037 -1.948 0.3713
H -11.391 -1.734 -2.661 0.2642
H -10.128 -2.594 -4.525 0.3132
H -8.628 -2.683 -3.572 0.2748
```

Computed properties:
orbital gap	0.233	Eh
LUMO energy	-0.1618	Eh
HOMO energy	-10.74	eV
multiplicity	1
charge	+1
calculated total energy	-4141.87125	a.u.